A structure of composition C43H63BaCl2N3O3S2Se in a non-equilibrium geometry, computed with ωB97M-V/def2-TZVPD.

Structure (ORCA input):
```
! RIJCOSX wB97M-V def2-TZVPD def2/J DEFGRID3
* xyz -2 1
Ba -0.89537 -1.22132 -1.55299
C 2.71484 -0.48192 -3.44990
N 1.34531 -0.03284 -3.25763
C 0.64525 -0.03892 -4.53298
C 1.28586 1.29024 -2.64747
C 1.70844 1.28786 -1.18794
N 0.81364 0.51620 -0.31198
C -0.04005 1.38172 0.52696
C -0.70513 2.53283 -0.19421
C -0.45219 3.81609 0.27047
C -1.03939 4.94813 -0.27870
C -1.91678 4.73775 -1.34172
C -2.21733 3.48126 -1.85062
C -1.60165 2.32512 -1.27827
O -1.82740 1.13940 -1.75174
C -3.20722 3.31486 -3.00830
C -2.51398 2.63363 -4.19784
C -3.75364 4.65545 -3.50921
C -4.40930 2.46974 -2.55914
C -0.72215 6.33294 0.28511
C -1.13908 6.40136 1.76151
C 0.78468 6.60880 0.18162
C -1.45614 7.44561 -0.46437
C 1.57662 -0.50338 0.45895
C 1.02190 -0.93001 1.79494
C 1.65029 -0.47902 2.94019
C 1.21982 -0.83597 4.21408
C 0.12868 -1.69516 4.27169
C -0.53953 -2.19882 3.15772
C -0.10591 -1.80409 1.85749
O -0.68950 -2.17766 0.76829
C -1.72109 -3.14784 3.43879
C -2.79521 -2.38792 4.23397
C -2.41220 -3.74768 2.20820
C -1.22167 -4.33194 4.28467
C 1.93644 -0.29187 5.44803
C 3.40885 -0.72708 5.43103
C 1.30937 -0.79365 6.74883
C 1.87099 1.24251 5.45021
H 3.27094 0.21755 -4.09991
H 2.70659 -1.47169 -3.90155
H 3.23686 -0.55898 -2.49648
H 1.10107 0.66337 -5.25228
H -0.39536 0.26528 -4.39342
H 0.66812 -1.04451 -4.95251
H 0.25818 1.64448 -2.71691
H 1.92072 2.00557 -3.20465
H 1.74555 2.33388 -0.86241
H 2.72524 0.90061 -1.09214
H 0.56468 1.82395 1.33372
H -0.77500 0.73418 1.01798
H 0.24078 3.91821 1.10222
H -2.39206 5.59632 -1.79202
H -1.64621 3.21693 -4.52071
H -3.20685 2.55221 -5.04090
H -2.18311 1.63595 -3.91999
H -2.96199 5.30676 -3.88955
H -4.29579 5.19131 -2.72631
H -4.45291 4.46566 -4.32726
H -4.09882 1.49266 -2.19970
H -5.10159 2.32768 -3.39468
H -4.94862 2.97788 -1.75569
H -0.61857 5.64725 2.35303
H -2.21080 6.22016 1.86324
H -0.90968 7.38512 2.18426
H 1.36134 5.86144 0.72802
H 1.02746 7.59371 0.59384
H 1.10642 6.57992 -0.86153
H -2.53925 7.32623 -0.39691
H -1.18151 7.46474 -1.52107
H -1.19524 8.41432 -0.02920
H 2.57824 -0.09983 0.65955
H 1.71581 -1.38153 -0.19387
H 2.50584 0.18116 2.82082
H -0.23505 -1.99719 5.24600
H -3.17865 -1.55142 3.64701
H -2.40566 -1.99121 5.17414
H -3.63309 -3.05282 4.46458
H -2.86773 -2.99054 1.57615
H -3.19943 -4.42337 2.56028
H -1.72029 -4.31130 1.58586
H -0.79082 -4.01212 5.23548
H -0.45725 -4.88899 3.73899
H -2.05138 -5.01161 4.50091
H 3.48446 -1.81622 5.44192
H 3.93956 -0.33221 6.30356
H 3.91749 -0.37033 4.53473
H 1.35484 -1.88235 6.81990
H 0.26381 -0.49003 6.83171
H 1.85153 -0.37630 7.60180
H 2.33342 1.65792 4.55389
H 2.39148 1.65178 6.32229
H 0.83284 1.57965 5.47453
Cl -1.08717 -3.34068 -4.78536
C -0.41357 -4.87899 -4.31341
C -1.00127 -6.00510 -4.85762
C -0.50473 -7.26133 -4.54500
C 0.57928 -7.36005 -3.68823
C 1.13934 -6.21556 -3.14975
Cl 2.50319 -6.43765 -2.07691
C 0.67408 -4.91491 -3.41610
S 1.37175 -3.48877 -2.72450
H -1.85228 -5.88607 -5.51405
H -0.96130 -8.15098 -4.95806
H 0.99441 -8.32338 -3.42406
Se -3.88015 -2.87858 -2.49700
C -5.20668 -1.93424 -1.65702
N -6.06460 -1.35305 -1.13671
C 4.95420 -3.59902 -1.87382
S 4.63874 -2.51709 -0.48257
C 3.56518 -3.63645 0.41019
O 5.92814 -2.40331 0.27309
H 5.45089 -4.49791 -1.50570
H 5.60799 -3.06253 -2.56010
H 4.00142 -3.83688 -2.35325
H 4.13934 -4.52366 0.68049
H 2.71933 -3.88849 -0.23453
H 3.21482 -3.11906 1.30348
*
```

Summary:
Calculated total energy in eV: -168988.844
F_max in eV/A: 1.1
ΔE to the lowest compared entry with this formula, charge and spin in kcal/mol: 0.0
Gap between HOMO and LUMO in eV: 6.37

Results of the Löwdin charge analysis, in e, for atoms 1 through 2:
1. Ba 1.657
2. C -0.130

***

A cluster of 2 separate species, C4H12 in total in a non-equilibrium geometry, computed with ωB97M-V/def2-TZVPD.

Structure (ORCA input):
```
! RIJCOSX wB97M-V def2-TZVPD def2/J DEFGRID3
* xyz -1 2
C 1.00262 2.36507 -0.43308
C 0.73931 2.12704 1.06362
H 0.67040 1.47046 -0.95632
H 0.31936 3.11461 -0.84787
H 2.05102 2.57220 -0.62646
H 1.40373 2.75886 1.66744
H -0.31231 2.22211 1.30937
H 1.17029 1.14695 1.30342
C -1.29527 -2.14491 -0.92579
C -0.43412 -2.21464 0.37872
H -2.30826 -2.50198 -0.71298
H -1.32616 -1.15598 -1.37959
H -0.93823 -2.89536 -1.64049
H -0.97953 -1.75466 1.19358
H -0.30331 -3.29407 0.49370
H 0.54049 -1.81571 0.11273
*
```

Summary:
Calculated total energy in eV: -4340.631
F_max in eV/A: 2.4
ΔE to the lowest compared entry with this formula, charge and spin in kcal/mol: 9.3
Gap between HOMO and LUMO (spin up / spin down) in eV: 2.85 / 12.21

Results of the natural (NBO) charge analysis, in e, for atoms 1 through 2:
1. C -0.833
2. C -0.735

***

A cluster of 2 separate species, C4H12NO in total in a non-equilibrium geometry, computed with ωB97M-V/def2-TZVPD.

Structure (ORCA input):
```
! RIJCOSX wB97M-V def2-TZVPD def2/J DEFGRID3
* xyz 1 1
C -0.50676 1.37729 -0.76289
C -0.65284 -0.13867 -0.92612
C 0.68294 -0.80229 -0.33467
C 1.76826 -0.16916 -0.97854
N 0.67860 -0.76592 1.13733
H -1.34151 1.95980 -1.12464
H 0.44887 1.67412 -1.22419
H -0.36150 1.59102 0.29469
H -0.74967 -0.49448 -1.95345
H -1.46599 -0.56301 -0.34658
H 2.56279 0.31197 -0.40370
H 1.95456 -0.36821 -2.03701
H 0.62121 -1.80889 -0.75015
H 1.50894 -0.25701 1.42871
H 0.77509 -1.69431 1.52430
H -1.17610 -0.06595 2.16281
H -2.73263 -0.18871 2.26782
O -2.01427 0.40241 2.02628
*
```

Summary:
Calculated total energy in eV: -7870.328
F_max in eV/A: 1.5
ΔE to the lowest compared entry with this formula, charge and spin in kcal/mol: 91.4
Gap between HOMO and LUMO in eV: 6.81

Results of the natural (NBO) charge analysis, in e, for atoms 1 through 2:
1. C -0.597
2. C -0.302

***

A cluster of 2 separate species, C2H9NS2 in total in a non-equilibrium geometry, computed with ωB97M-V/def2-TZVPD.

Structure (ORCA input):
```
! RIJCOSX wB97M-V def2-TZVPD def2/J DEFGRID3
* xyz 1 2
S 3.08953 0.59426 -1.61302
S 2.51284 -1.52265 -2.13806
H 1.96524 0.40907 -0.84163
H 2.91239 -1.35504 -3.42390
C -1.17624 1.34851 1.01565
C -0.60882 -0.12309 1.00663
N -1.32491 -1.07205 0.24570
H -1.56112 1.50109 -0.04290
H -0.45876 2.17917 1.09889
H -1.89243 1.46929 1.91126
H -0.42885 -0.41374 2.03624
H 0.43839 -0.10437 0.61943
H -2.13875 -0.84201 -0.28913
H -1.32852 -2.06846 0.41482
*
```

Summary:
Calculated total energy in eV: -25370.027
F_max in eV/A: 4.2
ΔE to the lowest compared entry with this formula, charge and spin in kcal/mol: 30.3
Gap between HOMO and LUMO (spin up / spin down) in eV: 4.73 / 2.42

Results of the natural (NBO) charge analysis, in e, for atoms 1 through 2:
1. S 0.296
2. S 0.311

***

Repeat the third record exactly.
A cluster of 2 separate species, C4H12NO in total in a non-equilibrium geometry, computed with ωB97M-V/def2-TZVPD.

Structure (ORCA input):
```
! RIJCOSX wB97M-V def2-TZVPD def2/J DEFGRID3
* xyz 1 1
C -0.50676 1.37729 -0.76289
C -0.65284 -0.13867 -0.92612
C 0.68294 -0.80229 -0.33467
C 1.76826 -0.16916 -0.97854
N 0.67860 -0.76592 1.13733
H -1.34151 1.95980 -1.12464
H 0.44887 1.67412 -1.22419
H -0.36150 1.59102 0.29469
H -0.74967 -0.49448 -1.95345
H -1.46599 -0.56301 -0.34658
H 2.56279 0.31197 -0.40370
H 1.95456 -0.36821 -2.03701
H 0.62121 -1.80889 -0.75015
H 1.50894 -0.25701 1.42871
H 0.77509 -1.69431 1.52430
H -1.17610 -0.06595 2.16281
H -2.73263 -0.18871 2.26782
O -2.01427 0.40241 2.02628
*
```

Summary:
Calculated total energy in eV: -7870.328
F_max in eV/A: 1.5
ΔE to the lowest compared entry with this formula, charge and spin in kcal/mol: 91.4
Gap between HOMO and LUMO in eV: 6.81

Results of the natural (NBO) charge analysis, in e, for atoms 1 through 2:
1. C -0.597
2. C -0.302